Here is a structure of composition C26H14Cl3N3O8Ru at a distorted geometry from the OMol25 dataset. Energies are from wB97M-V/def2-TZVPD.

Cartesian coordinates (Å):
Ru  0.0085  0.0559  -0.2791
Cl  0.7302  6.3019  3.5521
C  0.2276  5.0020  2.4986
C  0.7534  3.7366  2.6758
C  0.3426  2.7327  1.8222
Cl  0.9383  1.1117  2.0285
C  -0.5708  2.9111  0.7677
O  -0.9147  1.9622  -0.0415
C  -1.0879  4.2212  0.6626
Cl  -2.2603  4.5340  -0.5772
C  -0.6989  5.2487  1.4993
H  1.4686  3.5329  3.4602
H  -1.1167  6.2368  1.3671
O  -2.4621  -2.2577  -2.5431
C  -1.7497  -1.9724  -1.5994
O  -0.8440  -1.0423  -1.6577
C  -1.8574  -2.7596  -0.3177
C  -2.5874  -3.9269  -0.3689
C  -2.7181  -4.7336  0.7511
C  -2.1323  -4.3768  1.9479
C  -1.4345  -3.1946  2.0191
C  -1.2617  -2.3271  0.8980
O  -0.5714  -1.2501  1.0383
N  -0.8368  -2.8821  3.3220
O  -0.5659  -3.8316  4.0489
O  -0.6412  -1.7246  3.6232
N  -3.5054  -5.9588  0.6824
O  -3.5992  -6.6360  1.6936
O  -4.0317  -6.2424  -0.3782
H  -3.0552  -4.2027  -1.3031
H  -2.2254  -5.0049  2.8199
N  1.7763  -0.0620  -0.8906
C  2.4201  -1.0607  -1.3435
C  3.4353  -0.8202  -2.4134
C  4.6679  -1.4690  -2.3952
C  5.6180  -1.1907  -3.3661
C  5.3371  -0.2725  -4.3694
C  4.1095  0.3756  -4.3913
C  3.1654  0.1108  -3.4108
C  2.2542  -2.4562  -0.8379
C  2.2349  -3.5306  -1.7247
C  1.9921  -4.8151  -1.2618
C  1.7920  -5.0404  0.0935
C  1.8403  -3.9781  0.9862
C  2.0614  -2.6902  0.5212
H  4.8870  -2.1762  -1.6044
H  6.5796  -1.6882  -3.3408
H  6.0774  -0.0566  -5.1297
H  3.8902  1.0927  -5.1722
H  2.2114  0.6216  -3.4013
H  2.3848  -3.3553  -2.7828
H  1.9581  -5.6417  -1.9603
H  1.6049  -6.0433  0.4566
H  1.7001  -4.1542  2.0460
H  2.1090  -1.8618  1.2148

## Properties
E_LUMO (spin up / spin down)	1.90 / 1.86	eV
E_tot	-88186.0517	eV
highest occupied orbital energy (spin up / spin down)	-0.20024 / -0.20287	Ha
largest force on an atom	0.034	Eh/bohr
HOMO-LUMO gap (spin up / spin down)	7.353 / 7.383	eV
relative energy (zero: lowest compared OMol25 entry of this formula, charge and spin)	70.4	kJ/mol
multiplicity	2
total charge	-1

Results of the Mulliken charge analysis, in e, for atoms 1 through 8:
1 Ru 1.2049
2 Cl -0.2535
3 C 0.4916
4 C -0.8440
5 C 0.7133
6 Cl -0.1231
7 C 0.0111
8 O -0.9036

=====

Here is a structure of composition C26H16Cl3N5OSSc from the OMol25 dataset. Energies are from wB97M-V/def2-TZVPD.

Cartesian coordinates (Å):
Sc  0.1021  0.7409  0.2469
Cl  -4.8385  6.1532  -0.6773
C  -3.6676  4.8843  -0.7908
C  -3.4951  4.0185  0.2791
C  -2.5400  3.0296  0.1600
Cl  -2.2475  1.9235  1.4775
C  -1.7446  2.8532  -0.9759
O  -0.8301  1.9003  -1.0243
C  -1.9536  3.7563  -2.0216
Cl  -0.9461  3.6281  -3.4249
C  -2.9063  4.7575  -1.9418
H  -4.0944  4.1138  1.1734
H  -3.0515  5.4360  -2.7707
N  2.2892  -9.4176  0.3034
C  2.0406  -8.2969  0.3031
C  1.7282  -6.8897  0.3011
C  0.4069  -6.4723  0.4348
C  0.1111  -5.1209  0.4420
C  1.1262  -4.1792  0.2967
C  2.4450  -4.6033  0.1532
C  2.7491  -5.9527  0.1650
C  0.8050  -2.7266  0.2906
C  1.0880  -2.0233  -0.8887
C  1.5130  -2.5665  -2.1184
C  1.6044  -1.5240  -3.0257
C  1.2257  -0.3742  -2.3345
N  0.9195  -0.6479  -1.0514
C  0.2482  -2.1935  1.4580
C  0.0671  -2.8721  2.6848
C  -0.4727  -1.9733  3.5826
C  -0.6091  -0.7697  2.8871
N  -0.1848  -0.8715  1.6160
H  -0.3801  -7.2071  0.5338
H  -0.9153  -4.7937  0.5449
H  3.2368  -3.8732  0.0469
H  3.7731  -6.2857  0.0677
H  1.7056  -3.6100  -2.3046
H  1.8940  -1.5755  -4.0615
H  1.1483  0.6362  -2.7106
H  0.3290  -3.8990  2.8778
H  -0.7325  -2.1469  4.6129
H  -0.9775  0.1699  3.2746
S  1.8583  2.3708  1.0053
C  0.9447  3.8042  0.6855
N  1.1161  4.4100  -0.5225
C  0.4799  5.5404  -0.8745
C  -0.3601  6.1257  0.0266
C  -0.4994  5.4787  1.2553
N  0.1269  4.3537  1.5726
H  1.7412  3.9510  -1.1750
H  0.6745  5.9083  -1.8720
H  -0.8968  7.0319  -0.2073
H  -1.1541  5.8906  2.0148

## Properties
E_LUMO	-4.04	eV
E_tot	-105820.9205	eV
highest occupied orbital energy	-0.39650	Ha
largest force on an atom	0.005	Eh/bohr
HOMO-LUMO gap	6.749	eV
relative energy (zero: lowest compared OMol25 entry of this formula, charge and spin)	0.0	kJ/mol
multiplicity	1
total charge	+1

Results of the Mulliken charge analysis, in e, for atoms 1 through 8:
1 Sc 0.6597
2 Cl -0.1875
3 C 0.4696
4 C -1.0136
5 C 0.7697
6 Cl -0.1909
7 C -0.2427
8 O -0.4433

=====

Here is a structure of composition C26H17F2N3O7S2Zn from the OMol25 dataset. Energies are from wB97M-V/def2-TZVPD.

Cartesian coordinates (Å):
Zn  0.0099  -0.0806  -0.2725
F  -1.3779  -5.2108  -0.1573
C  -0.5297  -4.2769  0.3643
C  -0.6370  -2.9594  -0.0238
C  0.2260  -1.9844  0.4872
C  1.2075  -2.3960  1.4062
C  1.2626  -3.7314  1.7717
F  2.1874  -4.1712  2.6864
C  0.4157  -4.7041  1.2741
C  2.1621  -1.3902  1.9456
C  3.4749  -1.6916  2.3118
C  4.3020  -0.6688  2.7397
C  3.8148  0.6273  2.7891
C  2.4982  0.8340  2.4048
N  1.6922  -0.1432  2.0181
H  -1.4079  -2.6870  -0.7380
H  0.4936  -5.7336  1.5928
H  3.8539  -2.7014  2.2334
H  5.3300  -0.8837  3.0088
H  4.4405  1.4628  3.0748
H  2.0767  1.8332  2.3738
O  -0.6492  1.4724  0.9004
C  -1.3599  1.2593  1.9446
C  -0.9841  1.8000  3.2065
C  -1.7346  1.6152  4.3454
C  -2.9211  0.8738  4.3185
C  -3.3221  0.3396  3.1063
C  -2.5875  0.5180  1.9356
C  -3.0918  0.0024  0.6625
N  -2.3760  -0.2313  -0.4126
C  -3.2450  -0.6159  -1.4068
C  -4.5152  -0.6314  -0.9204
N  -4.4086  -0.2327  0.4005
H  -0.0600  2.3644  3.2400
H  -1.3887  2.0402  5.2830
H  -3.5018  0.7108  5.2177
H  -4.2279  -0.2614  3.0726
H  -2.8846  -0.8149  -2.4031
H  -5.4640  -0.8560  -1.3755
H  -5.1607  -0.1041  1.0511
O  -1.6406  1.0070  -3.9130
S  -0.3232  0.8962  -3.3037
O  0.7878  0.9080  -4.2189
O  -0.2866  -0.2388  -2.3476
C  -0.1572  2.3935  -2.2934
C  -1.2788  3.2193  -2.3151
C  -1.2872  4.4414  -1.6644
C  -0.1618  4.8607  -0.9806
C  0.9517  4.0402  -0.9232
C  0.9770  2.8026  -1.5594
S  2.4804  1.8376  -1.2385
O  3.2685  1.8280  -2.4452
O  3.0999  2.5098  -0.1070
O  1.9479  0.5111  -0.8719
H  -2.1418  2.8698  -2.8623
H  -2.1773  5.0601  -1.6873
H  -0.1578  5.8146  -0.4644
H  1.8227  4.3209  -0.3489

## Properties
E_LUMO	4.56	eV
E_tot	-121568.4438	eV
highest occupied orbital energy	-0.08405	Ha
largest force on an atom	0.009	Eh/bohr
HOMO-LUMO gap	6.846	eV
relative energy (zero: lowest compared OMol25 entry of this formula, charge and spin)	90.6	kJ/mol
multiplicity	1
total charge	-2

Results of the Mulliken charge analysis, in e, for atoms 1 through 8:
1 Zn 1.1117
2 F -0.3866
3 C 0.3183
4 C -0.0286
5 C -0.4633
6 C 0.8348
7 C 0.6019
8 F -0.3834

=====

Here is a structure of composition C26H17GaN6O4Te at a distorted geometry from the OMol25 dataset. Energies are from wB97M-V/def2-TZVPD.

Cartesian coordinates (Å):
Ga  1.3593  0.5791  -0.2285
C  1.1297  -0.3670  4.1647
C  1.7432  -0.3556  2.9030
N  0.9963  -0.3213  1.8151
C  -0.3446  -0.4677  1.9455
C  -0.8998  -0.4921  3.1950
N  -0.1778  -0.4102  4.2975
C  -1.0857  -0.6654  0.6828
C  -2.4444  -0.9617  0.6001
C  -2.9208  -1.4582  -0.6072
C  -2.0279  -1.6872  -1.6451
C  -0.6721  -1.3448  -1.5063
N  -0.2600  -0.7604  -0.3791
C  0.3283  -1.7663  -2.5389
C  0.0426  -1.6227  -3.8951
N  0.9388  -1.9790  -4.8302
C  2.0646  -2.5340  -4.4123
C  2.3001  -2.7738  -3.0579
N  1.4564  -2.3465  -2.1140
C  -4.3796  -1.7330  -0.7428
C  -4.8532  -2.7595  -1.5320
C  -6.2210  -3.0746  -1.5334
N  -7.1060  -2.4070  -0.7989
C  -6.6583  -1.3298  -0.1252
C  -5.3325  -0.9815  -0.0401
H  1.7097  -0.3126  5.0732
H  2.8105  -0.3464  2.7575
H  -1.9696  -0.6361  3.3162
H  -3.0798  -0.9025  1.4828
H  -2.3911  -2.1679  -2.5522
H  -0.8765  -1.0923  -4.2331
H  2.8124  -2.7699  -5.1500
H  3.2519  -3.2105  -2.7623
H  -4.1456  -3.3443  -2.1192
H  -6.6150  -3.8997  -2.1399
H  -7.4481  -0.8023  0.3956
H  -5.0047  -0.0584  0.4447
O  4.9171  -0.3027  -1.2686
C  3.7824  0.0716  -1.1411
O  3.1392  0.1495  0.0269
C  2.9343  0.4938  -2.3937
O  3.4203  0.6411  -3.4837
O  1.6545  0.6222  -2.0956
Te  0.2367  2.8737  0.5006
C  1.8856  3.7422  1.5235
C  1.9886  5.1309  1.5645
C  3.0189  5.7266  2.2881
C  3.9466  4.9392  2.9237
C  3.8589  3.5755  2.9033
C  2.8144  2.9682  2.2256
H  1.2835  5.7543  1.0207
H  3.0499  6.8104  2.3044
H  4.7365  5.4752  3.4279
H  4.6011  2.9855  3.3835
H  2.7018  1.9063  2.1600

## Properties
E_LUMO	-1.87	eV
E_tot	-104039.7550	eV
highest occupied orbital energy	-0.28721	Ha
largest force on an atom	0.028	Eh/bohr
HOMO-LUMO gap	5.947	eV
relative energy (zero: lowest compared OMol25 entry of this formula, charge and spin)	57.4	kJ/mol
multiplicity	1

Results of the Mulliken charge analysis, in e, for atoms 1 through 8:
1 Ga 0.7069
2 C -0.5439
3 C -0.2662
4 N -0.0007
5 C 0.3930
6 C -0.1248
7 N -0.6015
8 C 0.3408

=====

Here is a structure of composition C26H17MnN8O11S at a distorted geometry from the OMol25 dataset. Energies are from wB97M-V/def2-TZVPD.

Cartesian coordinates (Å):
Mn  0.2480  0.5351  -0.5429
N  0.0808  -0.5780  -4.8799
C  0.6354  -0.3416  -3.6680
S  1.6888  1.0043  -3.5154
N  0.4369  -1.2121  -2.7064
N  0.9847  -0.9179  -1.5277
C  1.7986  -1.7517  -0.8996
C  2.0713  -3.1125  -1.3745
C  2.4913  -3.3693  -2.6773
C  2.7395  -4.6678  -3.0839
C  2.5610  -5.7220  -2.2025
C  2.1342  -5.4712  -0.9087
C  1.8948  -4.1774  -0.4897
C  2.4537  -1.1840  0.2470
C  3.4755  -1.8170  0.9710
C  4.1230  -1.1263  1.9692
C  3.7540  0.1923  2.2278
C  2.7333  0.7538  1.4804
N  2.0999  0.1014  0.5144
H  0.1182  0.1851  -5.5383
H  -0.7121  -1.2072  -4.9224
H  2.6350  -2.5449  -3.3677
H  3.0779  -4.8573  -4.0981
H  2.7494  -6.7420  -2.5233
H  1.9845  -6.2941  -0.2176
H  1.5420  -3.9738  0.5170
H  3.7277  -2.8445  0.7432
H  4.9086  -1.5950  2.5463
H  4.2443  0.7794  2.9956
H  2.4112  1.7772  1.6661
O  -0.0556  2.0142  0.6032
C  -0.7180  3.0797  0.4335
C  -1.3994  3.4530  -0.7460
C  -2.1700  4.6242  -0.7782
C  -2.9120  4.9443  -1.8981
C  -2.9182  4.0924  -3.0200
C  -2.1543  2.9646  -3.0330
C  -1.3406  2.6017  -1.9207
O  -0.5883  1.5794  -1.9830
N  -3.6987  6.1261  -1.9199
O  -3.6181  6.8902  -0.9648
O  -4.4130  6.3334  -2.8966
H  -0.7886  3.7576  1.2940
H  -2.2112  5.2816  0.0861
H  -3.5463  4.3687  -3.8655
H  -2.1497  2.3018  -3.8899
O  -4.1219  1.1746  5.3790
N  -3.0620  0.5793  5.5098
O  -2.5630  0.3178  6.5965
C  -2.3730  0.1648  4.3375
C  -1.1861  -0.5488  4.4657
C  -0.5143  -0.9786  3.3358
C  -0.9671  -0.6630  2.0006
O  -0.2949  -0.9659  0.9863
C  -2.2143  0.0664  1.9400
C  -2.8945  0.4652  3.0840
N  -2.7331  0.4434  0.7016
O  -3.8072  1.0538  0.6556
O  -2.1040  0.1743  -0.3544
N  0.6819  -1.7155  3.5044
O  1.0995  -2.4100  2.5788
O  1.2568  -1.6374  4.5904
H  -0.7926  -0.7808  5.4554
H  -3.8193  1.0265  2.9978

## Properties
E_LUMO (spin up / spin down)	0.88 / 0.89	eV
E_tot	-103829.3370	eV
highest occupied orbital energy (spin up / spin down)	-0.15765 / -0.16713	Ha
largest force on an atom	0.078	Eh/bohr
HOMO-LUMO gap (spin up / spin down)	5.174 / 5.437	eV
relative energy (zero: lowest compared OMol25 entry of this formula, charge and spin)	70.4	kJ/mol
multiplicity	6
total charge	-1

Results of the Mulliken charge analysis, in e, for atoms 1 through 8:
1 Mn 0.5011
2 N -0.4623
3 C 0.3942
4 S -0.5675
5 N -1.7663
6 N 1.8379
7 C 0.6977
8 C -0.5499

=====

Here is a structure of composition C26H17N5O4Pb at a distorted geometry from the OMol25 dataset. Energies are from wB97M-V/def2-TZVPD.

Cartesian coordinates (Å):
Pb  -14.8157  -2.1760  14.4763
O  -17.6828  -4.1196  18.6191
C  -16.9825  -3.4729  17.6496
O  -15.8517  -3.7606  17.3780
C  -17.7795  -2.4051  16.9986
C  -19.1096  -2.1108  17.4004
C  -19.7400  -1.0144  16.8223
C  -19.0763  -0.2727  15.8514
C  -17.7295  -0.6152  15.4975
N  -17.1747  -1.7440  15.9949
C  -17.0639  0.2009  14.4851
O  -17.5810  1.2485  14.1138
O  -15.8863  -0.2163  13.9948
H  -17.0471  -4.7609  19.0127
H  -19.5527  -2.6904  18.2434
H  -20.7741  -0.7773  17.1081
H  -19.4949  0.6588  15.4992
N  -9.5791  -7.8686  17.0951
C  -8.3483  -8.4110  16.8129
C  -7.6322  -9.5066  17.3001
C  -6.3568  -9.7476  16.7490
C  -5.8448  -8.9887  15.6929
C  -6.5580  -7.8577  15.2037
C  -7.8062  -7.6189  15.7587
N  -8.7508  -6.7031  15.3941
C  -9.7953  -6.8250  16.1865
C  -11.0176  -6.0643  16.0932
C  -11.2073  -5.5262  14.8151
C  -12.4178  -4.9418  14.5437
N  -13.2881  -4.6038  15.4993
C  -12.9731  -4.9025  16.7745
C  -11.8381  -5.6277  17.1570
H  -10.3339  -8.2582  17.6297
H  -8.1605  -10.2240  17.9250
H  -5.7898  -10.6127  17.0519
H  -4.9245  -9.2773  15.1831
H  -6.1686  -7.2650  14.3869
H  -10.4480  -5.6810  14.0577
H  -12.7429  -4.7377  13.5265
H  -13.6730  -4.5197  17.5210
H  -11.6887  -5.9325  18.1877
N  -8.4801  0.5327  11.0488
C  -9.5383  0.2078  11.3547
C  -10.7608  -0.3315  11.8332
C  -10.6257  -1.4217  12.6987
C  -11.7336  -2.0265  13.2822
C  -13.0319  -1.5150  13.1166
C  -13.1537  -0.4524  12.2363
C  -12.0502  0.1095  11.5651
H  -9.6168  -1.8028  12.8947
H  -11.5351  -2.8724  13.9104
H  -14.1427  -0.0287  12.0833
H  -12.1902  0.8966  10.8634

## Properties
E_LUMO	-1.11	eV
E_tot	-48125.4747	eV
highest occupied orbital energy	-0.29931	Ha
largest force on an atom	0.075	Eh/bohr
HOMO-LUMO gap	7.039	eV
relative energy (zero: lowest compared OMol25 entry of this formula, charge and spin)	55.0	kJ/mol
multiplicity	1

Results of the Mulliken charge analysis, in e, for atoms 1 through 8:
1 Pb 1.0623
2 O -0.4571
3 C 0.1048
4 O -0.4368
5 C 0.3355
6 C -0.3506
7 C -0.3160
8 C -0.5252